Entry 1:
One molecule with the formula C7H16N, computed with ωB97M-V/def2-TZVPD.

Structure (XYZ):
```
24
Properties=species:S:1:pos:R:3:forces:R:3:lowdin_spin:R:1
C 1.143 -2.305 -0.706 -0.4 -0.7 -0.2 0.1173
C 0.537 -0.899 -0.694 1.6 -0.1 0.0 0.0310
C -0.940 -0.797 -0.305 0.5 1.4 -0.3 0.0245
C -1.160 0.245 0.807 -0.3 0.1 0.2 0.0020
C -0.983 1.750 0.574 0.2 -1.5 1.2 0.0005
C -0.192 2.388 1.441 0.0 0.9 -0.9 0.0005
C 0.119 3.865 1.530 -0.2 -0.3 -0.1 0.0001
N 0.760 -3.066 -1.965 -0.8 -0.8 0.4 0.2612
H 2.224 -2.431 -0.689 0.0 0.7 0.2 0.0317
H 0.760 -2.857 0.159 0.0 -0.1 -0.3 0.0318
H 1.199 -0.349 -0.014 -0.4 0.2 0.3 0.0030
H 0.742 -0.409 -1.649 -0.1 -0.1 0.0 0.0178
H -1.325 -1.757 0.038 -0.2 0.0 -0.3 0.0169
H -1.446 -0.408 -1.195 -0.5 -0.6 0.1 0.0071
H -0.509 -0.042 1.634 -0.1 0.0 0.2 0.0003
H -2.196 0.167 1.156 0.0 -0.3 0.1 0.0003
H -1.737 2.185 -0.070 0.4 0.5 -0.3 0.0000
H 0.423 1.817 2.130 -0.2 -0.3 0.0 0.0000
H -0.007 4.396 0.587 0.0 -0.1 -0.1 0.0000
H -0.496 4.396 2.263 0.1 -0.2 0.1 0.0000
H 1.164 3.911 1.836 0.0 0.5 0.0 0.0000
H 0.431 -4.120 -1.794 0.3 0.9 -0.1 0.2083
H -0.035 -2.585 -2.404 -0.2 -0.2 -0.3 0.1027
H 1.527 -3.096 -2.670 0.1 0.1 0.0 0.1429
```
Forces are in eV/Å.

Computed properties:
Energy relative to the best compared isomer or geometry (same formula, charge and spin) = 215.0 kJ/mol
Kohn-Sham gap (alpha / beta) = 4.63 / 10.32 eV
LUMO level (alpha / beta) = 0.97 / 0.83 eV
Multiplicity = 2
HOMO energy (alpha / beta) = -3.7 / -9.5 eV
Energy = -9004.470 eV


Entry 2:
C38H46IrN2S as an isolated structure, computed with ωB97M-V/def2-TZVPD.

Structure (XYZ):
```
88
Properties=species:S:1:pos:R:3:forces:R:3:lowdin_charge:R:1
Ir 0.699 -1.151 -0.126 0.4 0.2 -1.5 1.2246
C 3.769 1.182 -0.099 0.0 -0.1 -0.1 -0.0448
C 3.209 0.272 0.965 -0.1 0.2 0.4 -0.2261
C 3.551 -1.100 0.933 -0.2 -0.1 0.3 -0.2135
C 4.507 -1.552 -0.149 -0.1 0.0 0.0 -0.0419
C 3.198 -1.911 2.038 0.1 0.0 0.0 -0.1964
C 3.842 -3.248 2.320 0.0 0.0 0.0 -0.0394
C 2.324 -1.423 3.016 0.0 0.0 0.0 -0.1895
C 1.859 -2.356 4.103 0.0 0.0 0.0 -0.0223
C 1.993 -0.067 3.045 0.0 0.0 0.0 -0.1870
C 1.132 0.478 4.156 0.0 0.0 0.0 -0.0237
C 2.536 0.795 2.086 0.1 0.1 0.0 -0.1983
C 2.507 2.281 2.375 0.0 0.0 0.1 -0.0364
H 3.720 0.719 -1.085 0.0 0.0 0.0 0.0786
H 4.822 1.403 0.096 0.0 0.0 0.0 0.1069
H 3.243 2.130 -0.161 0.0 0.0 0.0 0.0568
H 5.380 -0.899 -0.182 0.0 0.0 0.0 0.0941
H 4.047 -1.517 -1.139 0.0 0.0 0.0 0.0895
H 4.873 -2.562 -0.002 0.0 0.0 0.0 0.0656
H 3.123 -4.067 2.338 0.0 0.0 0.0 0.0792
H 4.298 -3.213 3.312 0.0 0.0 0.0 0.0983
H 4.629 -3.508 1.620 0.0 0.0 0.0 0.0733
H 2.648 -2.527 4.841 0.0 0.0 0.0 0.1001
H 1.586 -3.331 3.698 0.0 0.0 0.0 0.0845
H 0.999 -1.968 4.639 0.0 0.0 0.0 0.0695
H 0.244 -0.137 4.295 0.0 0.0 0.0 0.0753
H 0.787 1.487 3.951 0.0 0.0 0.0 0.0705
H 1.670 0.496 5.108 0.0 0.0 0.0 0.1035
H 2.949 2.457 3.357 0.0 0.0 0.0 0.1035
H 1.498 2.697 2.417 0.0 0.0 0.0 0.0776
H 3.084 2.860 1.660 0.0 0.0 0.0 0.0764
C -4.187 2.610 -4.200 0.0 0.0 0.0 -0.0372
C -3.742 2.487 -2.735 0.0 0.0 0.0 -0.5479
C -2.499 3.347 -2.541 0.0 0.0 0.0 -0.0600
C -4.844 3.028 -1.811 0.0 0.0 0.0 -0.0348
C -3.500 1.014 -2.401 0.0 0.0 0.0 -0.1371
C -4.594 0.143 -2.552 0.0 0.0 0.0 -0.0170
C -4.488 -1.196 -2.283 0.0 0.1 0.0 -0.0615
C -3.261 -1.670 -1.841 0.0 -0.1 -0.1 -0.4515
S -2.905 -3.317 -1.479 0.0 0.0 0.0 1.2033
C -1.323 -2.866 -1.091 0.2 -0.1 0.0 -0.5436
N -1.002 -1.587 -1.238 -0.5 -0.1 0.6 -0.0228
C -2.147 -0.848 -1.662 0.1 0.0 -0.1 -0.2203
C -2.280 0.515 -1.961 0.0 0.0 0.1 0.0627
C -0.310 -3.798 -0.644 0.0 0.3 -0.1 -0.2583
C -0.397 -5.176 -0.754 0.0 0.0 0.0 -0.0256
C 0.740 -5.934 -0.516 0.0 0.0 0.0 -0.0528
C 1.936 -5.294 -0.236 0.0 0.0 0.0 -0.0482
C 1.999 -3.909 -0.090 0.0 0.0 -0.1 -0.0866
C 0.856 -3.139 -0.238 -0.2 -0.1 0.5 -0.1966
H -4.340 3.660 -4.451 0.0 0.0 0.0 0.0909
H -5.122 2.085 -4.394 0.0 0.0 0.0 0.0790
H -3.427 2.206 -4.871 0.0 0.0 0.0 0.0939
H -2.744 4.387 -2.762 0.0 0.0 0.0 0.0960
H -1.694 3.042 -3.212 0.0 0.0 0.0 0.0789
H -2.127 3.289 -1.519 0.0 0.0 0.0 0.0661
H -4.974 4.099 -1.974 0.0 0.0 0.0 0.0902
H -4.582 2.872 -0.762 0.0 0.0 0.0 0.0870
H -5.806 2.548 -1.992 0.0 0.0 0.0 0.0807
H -5.544 0.533 -2.889 0.0 0.0 0.0 0.1156
H -5.329 -1.865 -2.406 0.0 0.0 0.0 0.1186
H -1.453 1.195 -1.824 0.0 0.0 0.0 0.0754
H -1.322 -5.653 -1.053 0.0 0.0 0.0 0.1094
H 0.703 -7.012 -0.595 0.0 0.0 0.0 0.1149
H 2.841 -5.877 -0.116 0.0 0.0 0.0 0.1175
H 2.954 -3.459 0.100 0.0 0.0 0.1 0.0519
C 0.841 1.954 -2.477 0.1 0.0 0.0 -0.0891
N 0.221 2.457 -1.261 -0.2 -0.1 -0.1 -0.2767
C 0.524 3.862 -1.057 0.0 0.1 0.0 -0.0784
C 0.504 1.645 -0.090 0.1 0.0 0.0 -0.1922
C -0.653 1.085 0.729 -0.1 0.0 0.1 -0.2266
C -1.656 1.885 1.262 0.1 0.1 0.0 -0.0272
C -2.649 1.327 2.054 0.0 0.0 0.0 -0.0631
C -2.633 -0.033 2.342 0.0 0.0 0.0 -0.0663
C -1.635 -0.850 1.822 0.0 0.0 0.0 -0.0779
C -0.665 -0.276 1.022 0.2 -0.2 0.1 -0.2379
H 1.939 2.042 -2.462 0.0 0.0 0.0 0.0880
H 0.475 2.516 -3.336 0.0 0.0 0.0 0.0867
H 0.588 0.904 -2.631 0.0 0.0 0.0 0.0754
H 1.601 4.049 -0.920 0.0 0.0 0.0 0.0920
H -0.002 4.241 -0.180 0.0 0.0 0.0 0.0879
H 0.188 4.437 -1.919 0.0 0.0 0.0 0.0892
H 1.131 2.209 0.599 0.0 -0.1 -0.1 0.0829
H 1.184 0.834 -0.432 0.0 0.0 0.0 0.0472
H -1.662 2.949 1.048 0.0 0.0 0.0 0.1150
H -3.435 1.952 2.454 0.0 0.0 0.0 0.1095
H -3.404 -0.461 2.969 0.0 0.0 0.0 0.1104
H -1.617 -1.912 2.033 0.0 0.0 0.0 0.1119
```
Forces are in eV/Å.

Computed properties:
Total charge = +1
Kohn-Sham gap = 7.42 eV
LUMO level = -3.63 eV
HOMO energy = -11.1 eV
Energy = -56800.635 eV


Entry 3:
A 2-piece molecular cluster, C2H7NO overall, computed with ωB97M-V/def2-TZVPD.

Structure (XYZ):
```
11
Properties=species:S:1:pos:R:3:forces:R:3:lowdin_charge:R:1
N -1.693 -0.665 -0.846 -2.0 -1.1 -2.3 0.0116
H -1.382 0.160 -1.352 0.2 -0.3 -0.8 0.0285
H -2.272 -0.173 -0.222 -0.9 0.4 2.1 0.0046
H -2.480 -1.114 -1.444 2.1 0.7 0.9 0.0891
C 1.485 0.077 1.426 -1.1 2.2 -3.1 0.0205
C 0.985 0.700 0.262 2.6 -5.4 3.1 -0.2829
O 0.740 0.157 -0.944 -2.0 -2.3 0.4 -0.0926
H 1.968 0.812 2.065 -0.5 -0.3 0.5 0.0318
H 1.590 -0.984 1.625 0.0 0.1 -0.3 0.0383
H 0.956 1.695 0.228 0.1 4.0 0.0 0.0486
H 0.103 -0.665 -0.797 1.7 1.8 -0.4 0.1024
```
Forces are in eV/Å.

Computed properties:
Energy relative to the best compared isomer or geometry (same formula, charge and spin) = 189.1 kJ/mol
SMILES = C=CO.N
Kohn-Sham gap = 9.36 eV
LUMO level = 0.86 eV
HOMO energy = -8.5 eV
Energy = -5723.282 eV


Entry 4:
C6H14NO3Tl as an isolated structure, computed with ωB97M-V/def2-TZVPD.

Structure (XYZ):
```
25
Properties=species:S:1:pos:R:3:forces:R:3:lowdin_spin:R:1
Tl 20.374 9.768 30.963 0.0 0.8 0.5 0.0004
C 16.778 12.718 28.895 -0.6 -1.0 -0.4 0.0591
C 17.823 11.694 29.390 0.7 4.9 1.2 0.0560
O 17.499 10.504 29.269 -0.2 -2.1 -0.2 0.7561
O 18.856 12.090 29.985 -0.9 -1.8 -0.8 0.1096
H 17.155 13.354 28.095 0.4 -0.1 0.2 0.0070
H 16.373 13.327 29.704 0.5 -0.1 0.3 0.0067
H 15.913 12.186 28.499 0.0 -0.1 -0.2 0.0034
C 19.724 13.070 35.167 1.9 0.7 -0.9 0.0000
C 19.896 12.564 33.742 0.6 -0.3 -0.2 0.0000
C 21.331 12.852 33.136 -1.9 0.1 0.6 0.0000
O 21.402 12.399 31.759 1.4 0.2 0.6 0.0013
C 22.328 13.288 31.056 -0.4 0.8 0.3 0.0000
N 19.577 11.126 33.756 -0.3 -0.1 -1.1 0.0003
H 20.519 12.606 35.753 -0.1 -0.1 0.4 0.0000
H 18.757 12.887 35.634 0.0 0.3 -0.3 0.0000
H 20.045 14.105 35.053 -0.7 0.4 0.9 0.0000
H 19.186 13.098 33.111 0.0 -0.2 -0.3 0.0000
H 22.079 12.485 33.839 0.4 -0.7 -0.5 0.0000
H 21.465 13.933 33.180 -0.1 0.2 -0.3 0.0000
H 22.621 13.052 30.033 -0.8 -0.8 0.0 0.0000
H 23.286 13.452 31.550 -0.1 -0.4 0.6 0.0000
H 21.815 14.249 31.042 0.2 0.2 -0.2 0.0000
H 18.576 11.105 33.624 -0.3 -0.4 -0.2 0.0000
H 19.674 10.811 34.711 0.4 -0.4 0.1 0.0000
```
Forces are in eV/Å.

Computed properties:
Energy relative to the best compared isomer or geometry (same formula, charge and spin) = 0.0 kJ/mol
Total charge = +1
Kohn-Sham gap (alpha / beta) = 9.49 / 5.83 eV
LUMO level (alpha / beta) = -3.58 / -7.24 eV
Multiplicity = 2
HOMO energy (alpha / beta) = -13.1 / -13.1 eV
Energy = -18766.621 eV


Entry 5:
A 2-piece molecular cluster, C6H16O overall, computed with ωB97M-V/def2-TZVPD.

Structure (XYZ):
```
23
Properties=species:S:1:pos:R:3:forces:R:3:lowdin_charge:R:1
C 1.810 2.335 0.797 -1.7 0.2 -1.4 -0.3417
C 2.298 1.308 1.793 0.5 -2.1 1.5 -0.1140
O 2.257 3.662 1.062 1.7 -1.1 -0.3 -0.0736
H 2.132 2.101 -0.240 -0.1 -0.1 0.6 0.1088
H 0.650 2.375 0.740 1.8 -0.4 0.3 0.1295
H 1.542 0.455 1.964 0.7 1.6 0.1 0.0812
H 1.514 4.161 1.298 -1.4 1.1 0.6 0.0453
H 2.606 1.807 2.761 -0.8 -0.6 -0.9 0.0863
H 3.191 0.653 1.541 -0.7 1.3 -0.4 0.0771
C -0.932 -1.007 -0.731 -1.3 1.2 -1.3 -0.4903
C -0.301 -2.217 -0.041 2.7 1.2 -1.3 -0.0987
C -1.286 -1.379 -2.187 -1.5 0.1 -1.5 -0.1307
C -2.340 -0.676 -0.196 -0.1 3.8 1.1 -0.1276
H -0.274 -0.079 -0.698 -0.7 -1.2 0.0 0.1317
H 0.849 -2.164 -0.456 -2.7 -0.9 1.3 0.1339
H -1.769 -2.377 -2.215 0.1 0.4 0.2 0.0800
H -2.018 -0.705 -2.753 0.6 -0.5 1.5 0.0918
H -0.575 -1.418 -2.976 1.7 -0.3 -0.1 0.0471
H -2.280 -0.137 0.809 -0.1 -1.1 -0.9 0.0856
H -2.979 0.097 -0.809 1.6 -1.5 0.7 0.1048
H -0.839 -3.100 -0.381 0.4 -0.2 0.1 0.0629
H -0.311 -2.164 1.050 0.1 0.1 -0.2 0.0632
H -2.946 -1.532 -0.133 -0.7 -1.3 0.3 0.0473
```
Forces are in eV/Å.

Computed properties:
Energy relative to the best compared isomer or geometry (same formula, charge and spin) = 186.4 kJ/mol
SMILES = CC(C)C.CCO
Kohn-Sham gap = 11.27 eV
LUMO level = 0.82 eV
HOMO energy = -10.5 eV
Energy = -8527.302 eV


Entry 6:
One molecule with the formula C5H12N2O, computed with ωB97M-V/def2-TZVPD.

Structure (XYZ):
```
20
Properties=species:S:1:pos:R:3:forces:R:3:lowdin_charge:R:1
C 1.038 0.558 1.029 -2.5 0.1 0.3 -0.1745
C -1.551 0.693 1.536 0.0 0.1 -0.2 -0.0710
C 2.308 0.478 0.203 0.0 -0.4 -0.4 -0.1295
C -0.704 -0.658 -0.432 2.3 0.1 -0.6 -0.3805
C -0.520 0.175 0.579 3.1 0.2 0.6 -0.1942
N 0.506 -0.561 -2.501 -0.3 -0.4 0.8 0.0613
N -1.868 -1.173 -0.968 -0.5 -0.5 -0.2 0.1111
O 0.501 -1.057 -1.135 -1.8 0.1 0.2 -0.1862
H -0.304 -1.031 -2.903 0.1 0.3 -0.4 0.0627
H 0.255 0.422 -2.388 0.0 0.0 -0.2 0.0813
H -1.679 -2.054 -1.439 -0.2 0.1 0.2 0.0972
H -2.587 -1.291 -0.260 0.0 0.0 -0.3 0.0894
H 1.169 -0.041 1.936 0.0 0.1 0.1 0.1008
H 0.925 1.597 1.352 0.0 0.0 0.2 0.0912
H -2.399 0.015 1.662 0.0 0.1 0.0 0.0698
H -1.927 1.659 1.178 -0.1 -0.1 0.1 0.0845
H -1.115 0.872 2.526 0.0 -0.1 -0.2 0.0771
H 2.593 -0.553 -0.022 -0.1 0.2 -0.2 0.0693
H 2.217 1.045 -0.727 0.1 -0.2 0.0 0.0684
H 3.141 0.904 0.775 -0.2 0.1 0.0 0.0717
```
Forces are in eV/Å.

Computed properties:
Energy relative to the best compared isomer or geometry (same formula, charge and spin) = 370.2 kJ/mol
SMILES = CC/C(C)=C(/N)ON
Kohn-Sham gap = 9.03 eV
LUMO level = 0.87 eV
HOMO energy = -8.2 eV
Energy = -10404.588 eV